# 1
ORCA calculation (ωB97M-V/def2-TZVPD) on a cluster of 3 separate species, C5H13O3 in total in a non-equilibrium geometry.

Cartesian coordinates (Å):
1 C 0.081 -0.147 -1.782
2 O 1.236 0.013 -1.035
3 C -0.760 -1.303 -1.308
4 C -0.999 -1.318 0.202
5 C 0.174 -1.696 1.020
6 C 0.793 -0.872 1.931
7 H -0.546 0.761 -1.564
8 H 0.078 -0.181 -2.843
9 H -0.288 -2.271 -1.595
10 H -1.669 -1.244 -1.935
11 H -1.182 -0.337 0.518
12 H -1.876 -1.909 0.446
13 H 0.760 -2.641 0.949
14 H 0.306 -0.062 2.412
15 H 1.735 -1.108 2.196
16 H -0.386 2.104 0.372
17 H -1.135 1.092 1.295
18 O -1.414 1.862 0.882
19 H 1.456 2.347 0.842
20 H 1.155 0.940 -0.616
21 O 0.911 2.441 0.046

Output
HOMO level: -4.5649 eV
Molar mass: 121.2 g/mol
E_tot: -11537.315 eV
Energy above the lowest of the compared OMol25 structures with the same formula, charge and spin: 1.227 eV
Total charge: -1
HOMO-LUMO gap: 8.51 eV


# 2
ORCA calculation (ωB97M-V/def2-TZVPD) on a cluster of 3 separate species, C5H13O3 in total in a non-equilibrium geometry.

Cartesian coordinates (Å):
1 C -0.261 -0.792 -0.559
2 O 0.015 0.396 -1.199
3 C 1.102 -1.498 -0.065
4 C 1.898 -0.524 0.782
5 C 1.393 -0.307 2.227
6 C 1.658 0.859 2.860
7 H -0.816 -1.222 -1.369
8 H -0.606 -0.588 0.423
9 H 1.065 -2.391 0.493
10 H 1.705 -1.690 -0.995
11 H 1.879 0.461 0.297
12 H 2.973 -0.475 0.934
13 H 0.873 -1.220 2.804
14 H 1.912 1.785 2.232
15 H 1.142 0.979 3.768
16 H -2.101 2.218 -0.891
17 H -1.196 1.023 -1.803
18 O -2.159 1.700 -1.696
19 H -3.032 0.769 -3.287
20 H -3.609 0.284 -1.976
21 O -3.837 0.232 -2.982

Output
HOMO level: -3.6699 eV
Molar mass: 121.2 g/mol
E_tot: -11536.087 eV
Energy above the lowest of the compared OMol25 structures with the same formula, charge and spin: 2.456 eV
Total charge: -1
HOMO-LUMO gap: 7.49 eV


# 3
ORCA calculation (ωB97M-V/def2-TZVPD) on a structure of composition C5H13O3V in a non-equilibrium geometry.

Cartesian coordinates (Å):
1 C -2.301 -0.140 0.141
2 O -1.498 0.841 -0.510
3 C -2.030 2.171 -0.509
4 H -1.657 -0.691 0.840
5 H -3.030 0.332 0.813
6 H -2.868 -0.681 -0.624
7 H -2.543 2.472 -1.432
8 H -2.824 2.244 0.247
9 V 0.356 0.793 -0.897
10 O 1.760 1.574 0.064
11 H -1.183 2.945 -0.254
12 C 0.347 -2.198 -0.288
13 O 1.038 -0.962 -0.407
14 C 2.076 -0.756 0.566
15 C 2.729 0.594 0.288
16 H -0.512 -2.203 -0.967
17 H 1.045 -3.028 -0.459
18 H -0.075 -2.298 0.723
19 H 2.793 -1.588 0.507
20 H 1.590 -0.738 1.556
21 H 3.429 0.481 -0.563
22 H 3.358 0.836 1.165

Output
HOMO level (spin up / spin down): -11.7927 / -13.4229 eV
2S+1: 4
Molar mass: 172.1 g/mol
E_tot: -37217.412 eV
Energy above the lowest of the compared OMol25 structures with the same formula, charge and spin: 0.000 eV
Total charge: +1
HOMO-LUMO gap (spin up / spin down): 8.46 / 9.83 eV


# 4
ORCA calculation (ωB97M-V/def2-TZVPD) on a cluster of 2 separate species, C5H13OP in total in a non-equilibrium geometry.

Cartesian coordinates (Å):
1 C -0.464 1.114 -1.117
2 P -0.647 -0.544 -0.281
3 C 0.978 -1.002 0.409
4 C 1.803 0.021 1.283
5 C 1.882 -1.376 -0.821
6 H -0.266 1.025 -2.165
7 H 0.314 1.724 -0.697
8 H -1.464 1.657 -0.959
9 H -1.278 0.059 0.878
10 H 0.867 -1.888 0.980
11 H 1.089 0.358 2.077
12 H 2.613 -0.527 1.870
13 H 2.175 0.837 0.713
14 H 1.354 -1.846 -1.602
15 H 2.726 -1.950 -0.602
16 H 2.190 -0.424 -1.198
17 C -4.168 0.109 0.629
18 O -3.995 1.216 1.036
19 H -3.683 -0.321 -0.285
20 H -4.842 -0.562 1.273

Output
HOMO level: -8.8132 eV
Molar mass: 120.1 g/mol
E_tot: -16730.368 eV
Energy above the lowest of the compared OMol25 structures with the same formula, charge and spin: 1.900 eV
Structure (SMILES): CPC(C)C.C=O
Total charge: 0
HOMO-LUMO gap: 9.75 eV


# 5
ORCA calculation (ωB97M-V/def2-TZVPD) on a cluster of 2 separate species, C5H13OP in total in a non-equilibrium geometry.

Cartesian coordinates (Å):
1 C -1.597 -0.926 0.469
2 C -0.597 1.315 0.969
3 C -1.063 0.663 -1.478
4 C 1.427 -1.457 -0.480
5 C -0.805 0.222 -0.083
6 O 2.660 1.020 -0.320
7 P 2.379 -0.269 0.324
8 H -1.514 -1.765 -0.202
9 H -2.552 -0.595 0.378
10 H -1.259 -1.058 1.607
11 H -0.800 2.337 0.469
12 H -1.345 1.057 1.894
13 H 0.404 1.271 1.329
14 H -0.168 1.127 -1.888
15 H -1.680 -0.132 -2.171
16 H -1.658 1.609 -1.562
17 H 1.697 -2.464 -0.249
18 H 1.397 -1.213 -1.500
19 H 1.657 0.004 1.516
20 H 3.417 -0.745 0.978

Output
HOMO level (spin up / spin down): -9.0595 / -7.7920 eV
Molar mass: 120.1 g/mol
E_tot: -16727.265 eV
Energy above the lowest of the compared OMol25 structures with the same formula, charge and spin: 5.003 eV
Total charge: 0
HOMO-LUMO gap (spin up / spin down): 9.09 / 6.73 eV


# 6
ORCA calculation (ωB97M-V/def2-TZVPD) on a cluster of 2 separate species, C5H13OS in total in a non-equilibrium geometry.

Cartesian coordinates (Å):
1 C -0.180 -1.540 0.681
2 C -0.556 -0.128 1.133
3 C -0.813 -0.071 2.635
4 S -1.584 1.534 3.121
5 H -0.233 -1.578 -0.411
6 H -0.931 -2.236 1.058
7 H 0.799 -1.822 1.071
8 H 0.176 0.627 0.852
9 H -1.474 0.170 0.625
10 H 0.116 -0.115 3.195
11 H -1.542 -0.821 2.935
12 H -0.500 2.111 3.650
13 C 0.839 -0.241 -2.364
14 O -0.417 -0.594 -1.981
15 C 0.897 1.226 -2.812
16 H 1.275 -0.896 -3.138
17 H 1.568 -0.403 -1.551
18 H 1.851 1.562 -3.210
19 H 0.622 1.862 -1.965
20 H 0.087 1.356 -3.522

Output
HOMO level (spin up / spin down): -8.9017 / -8.8999 eV
2S+1: 2
Molar mass: 121.2 g/mol
E_tot: -18275.960 eV
Total charge: 0
HOMO-LUMO gap (spin up / spin down): 9.86 / 7.20 eV